No. 1
14
Properties=species:S:1:pos:R:3:forces:R:3:lowdin_charge:R:1 method="wB97M-V/def2-TZVPD" de_lowest_kj_mol=306.3 homo_energy_ev=-14.33 gap_ev=10.15 total_charge=+1 total_energy_ev=-10186.119
C -2.031 -0.694 -0.733 2.44 -2.53 1.65 -0.381
C 1.054 0.089 1.218 -1.91 0.68 0.29 -0.128
N -2.416 0.176 -1.415 -2.62 3.49 -1.20 0.208
N 1.416 0.663 0.148 1.98 3.10 -2.32 0.024
N -1.265 -1.537 -0.205 -1.68 0.13 0.19 0.090
N 0.909 0.378 -1.111 0.42 -0.57 -1.79 0.076
O 1.261 0.543 2.420 -1.77 -1.66 -0.15 0.195
H -3.018 0.974 -1.104 0.85 -1.08 -0.53 0.138
H 1.854 1.645 0.074 -0.28 -2.17 0.85 0.237
H -1.790 -2.378 0.057 0.54 0.00 -0.07 0.098
H 0.204 -0.553 0.993 0.26 -1.10 0.92 0.129
H 0.110 -0.251 -1.105 0.39 -0.05 0.35 0.041
H 1.614 0.036 -1.819 -0.72 0.57 1.51 0.153
H 2.097 0.911 2.581 2.09 1.19 0.29 0.121


No. 2
98
Properties=species:S:1:pos:R:3:forces:R:3:lowdin_charge:R:1 method="wB97M-V/def2-TZVPD" smiles="O=C1OC[C@@H](F)O1.O=C1OC[C@@H](F)O1.O=C1OC[C@@H](F)O1.O=C1OC[C@@H](F)O1.O=C1OC[C@@H](F)O1.O=C1OC[C@@H](F)O1.O=C1OC[C@@H](F)O1.C[N+](=O)[O-].C[N+](=O)[O-].C[N+](=O)[O-].C[N+](=O)[O-]" de_lowest_kj_mol=259.1 homo_energy_ev=-10.40 gap_ev=10.05 total_charge=0 total_energy_ev=-110807.486
O -26.625 0.213 5.732 4.17 1.34 -0.59 0.104
C -25.424 0.567 5.606 -3.18 -0.97 0.09 -0.476
O -24.656 1.054 6.570 -2.32 0.53 1.54 0.102
C -23.421 1.466 6.107 1.58 -0.34 -0.19 -0.079
C -23.324 0.678 4.826 0.44 1.22 0.56 -0.283
F -22.708 -0.477 5.187 -0.43 -0.69 -1.03 0.083
O -24.703 0.528 4.462 0.54 -0.86 -0.01 0.132
H -23.233 2.526 5.937 -0.88 0.25 0.23 0.145
H -22.697 1.105 6.838 0.16 0.09 -0.22 0.151
H -22.757 1.226 4.072 -0.34 -0.67 -0.48 0.167
O -31.287 -8.872 -1.411 0.07 2.02 0.22 0.150
C -31.194 -7.687 -1.176 0.66 -2.57 -0.73 -0.566
O -30.211 -6.881 -1.566 1.82 -1.08 -1.26 0.073
C -30.537 -5.532 -1.321 0.05 0.26 0.41 -0.055
C -31.415 -5.811 -0.082 0.99 2.90 -1.80 -0.338
F -32.352 -4.857 0.057 -0.71 0.12 0.50 0.070
O -32.025 -6.982 -0.429 -1.80 -0.97 1.48 0.166
H -29.670 -4.899 -1.133 0.13 -0.51 0.29 0.106
H -30.967 -5.153 -2.248 -0.81 0.25 0.39 0.145
H -30.742 -5.824 0.775 -0.47 -0.45 0.49 0.175
O -30.990 -3.473 8.368 2.29 2.12 -1.71 0.131
C -30.349 -2.538 7.887 -3.77 -1.79 1.52 -0.514
O -30.378 -2.168 6.582 0.01 -1.71 -0.25 0.092
C -29.687 -0.976 6.413 0.73 2.16 0.62 -0.092
C -28.984 -0.828 7.766 -0.67 1.34 -1.07 -0.287
F -29.123 0.475 8.168 0.70 0.02 0.21 0.057
O -29.775 -1.586 8.647 1.30 -0.65 -0.52 0.157
H -29.014 -0.814 5.570 0.14 -1.31 -0.02 0.100
H -30.337 -0.112 6.274 -0.68 -0.20 0.37 0.136
H -27.939 -1.124 7.668 0.10 0.10 0.85 0.159
O -29.348 0.983 3.506 2.92 3.98 3.32 0.061
C -28.798 1.861 4.270 -3.25 -4.21 -3.83 -0.490
O -29.287 2.151 5.456 -1.71 -0.94 0.51 0.084
C -28.518 3.103 6.132 0.76 -0.11 0.05 -0.040
C -27.678 3.597 4.955 -1.12 1.04 1.26 -0.342
F -26.449 3.631 5.406 2.69 0.58 -0.03 0.117
O -27.788 2.663 3.926 -0.34 -0.40 0.03 0.165
H -29.041 3.860 6.716 -0.73 0.03 -0.79 0.148
H -27.930 2.601 6.901 0.47 -0.23 -0.36 0.135
H -28.026 4.564 4.592 0.45 0.19 -0.19 0.176
O -27.791 -4.567 0.800 0.52 0.96 0.46 0.152
C -27.544 -3.571 1.429 -0.52 -0.80 -2.94 -0.560
O -27.364 -2.333 0.891 -0.46 -0.99 -1.27 0.081
C -27.117 -1.408 1.904 0.98 0.26 1.41 -0.055
C -27.500 -2.192 3.138 1.92 1.24 1.06 -0.306
F -28.704 -1.798 3.545 -2.29 -0.73 0.05 0.085
O -27.380 -3.529 2.724 -0.76 0.20 2.16 0.158
H -26.049 -1.211 2.004 0.14 0.31 -0.43 0.133
H -27.668 -0.473 1.813 -0.09 -0.22 -0.19 0.135
H -26.906 -2.038 4.038 0.67 -0.20 -0.35 0.162
O -25.989 1.863 0.585 -3.61 1.51 -1.10 0.120
C -27.030 2.419 0.207 4.25 -1.81 1.34 -0.489
O -27.053 3.675 -0.277 2.42 -0.55 0.99 0.087
C -28.224 3.826 -0.949 -1.92 1.16 0.02 -0.098
C -29.135 2.903 -0.142 1.65 2.46 -0.53 -0.373
F -30.087 2.556 -0.951 -2.38 -1.65 -0.69 0.136
O -28.265 1.879 0.224 0.36 -0.68 0.17 0.147
H -28.577 4.851 -0.837 0.10 0.04 -0.33 0.147
H -28.109 3.555 -1.999 -0.32 -0.18 -0.04 0.153
H -29.462 3.434 0.752 -0.64 -0.37 0.17 0.178
O -24.880 -2.992 6.155 -0.62 -0.33 0.20 0.165
C -25.814 -3.749 6.152 2.03 2.01 -0.29 -0.634
O -26.031 -4.653 5.257 0.90 -1.00 -2.74 0.090
C -27.215 -5.307 5.511 -1.97 -2.92 0.18 -0.090
C -27.560 -4.975 6.955 -0.46 0.97 -3.23 -0.281
F -27.157 -5.917 7.774 1.00 -0.48 1.61 0.133
O -26.824 -3.743 6.975 -1.91 0.48 4.11 0.149
H -28.101 -5.120 4.903 0.46 1.04 -0.60 0.146
H -27.057 -6.369 5.321 0.13 -0.09 0.39 0.130
H -28.631 -4.815 7.077 0.20 0.45 0.43 0.168
C -23.812 -0.554 -0.594 1.23 -0.18 -1.35 0.044
N -23.093 -0.289 0.697 0.54 -0.78 1.26 -0.397
O -23.759 0.275 1.553 0.64 -0.35 -0.50 0.045
O -21.912 -0.659 0.861 -2.23 0.72 -0.83 0.051
H -24.790 -1.034 -0.559 0.01 0.52 0.92 0.090
H -23.195 -1.197 -1.220 0.29 -0.02 0.35 0.090
H -23.827 0.402 -1.118 -0.43 0.05 0.27 0.102
C -31.238 -0.561 1.334 0.37 -0.15 -0.38 0.058
N -30.816 -1.674 0.465 0.34 -2.01 -0.93 -0.417
O -30.853 -2.818 0.935 0.22 1.53 -0.23 0.045
O -30.466 -1.432 -0.684 -0.24 0.06 0.93 0.067
H -32.283 -0.768 1.563 0.15 0.30 0.17 0.112
H -31.062 0.323 0.721 -0.28 0.08 0.44 0.090
H -30.581 -0.623 2.202 -0.33 0.27 0.08 0.072
C -25.926 -4.700 -2.398 0.39 -0.74 -0.84 0.055
N -26.989 -4.694 -3.440 -2.48 0.10 0.01 -0.427
O -28.134 -4.406 -3.073 1.32 -0.07 -0.04 0.045
O -26.733 -4.997 -4.588 0.65 0.13 0.47 0.070
H -26.273 -5.260 -1.530 -0.23 0.42 -0.04 0.093
H -25.660 -3.662 -2.199 -0.05 -0.23 0.12 0.096
H -25.140 -5.267 -2.897 0.33 0.36 0.35 0.095
C -25.136 -6.290 2.483 0.09 0.07 -0.16 0.060
N -26.159 -7.351 2.294 -1.16 -0.57 -0.20 -0.433
O -26.858 -7.665 3.241 0.31 0.29 0.29 0.056
O -26.276 -7.864 1.197 0.60 0.50 0.22 0.070
H -24.186 -6.823 2.439 0.04 0.30 -0.10 0.108
H -25.264 -5.768 3.432 -0.10 -0.38 -0.15 0.078
H -25.272 -5.595 1.655 0.23 -0.19 -0.01 0.090


No. 3
15
Properties=species:S:1:pos:R:3:forces:R:3:lowdin_charge:R:1 method="wB97M-V/def2-TZVPD" de_lowest_kj_mol=675.1 homo_energy_ev=-9.83 gap_ev=9.17 total_charge=0 total_energy_ev=-10876.620
C -1.659 -1.328 -0.103 -2.58 -0.41 -0.60 -0.110
C -0.579 -0.270 0.159 -1.83 1.73 0.47 -0.329
C -1.151 1.093 0.646 1.26 3.16 -1.31 -0.112
C 0.647 -0.577 -0.233 -0.51 -3.06 -0.62 -0.040
C 1.977 -0.060 0.089 3.31 2.46 0.29 -0.526
H -1.076 -2.063 -0.761 -1.74 0.71 0.82 0.062
H -2.547 -0.710 -0.769 2.21 -2.25 1.90 0.140
H -2.238 -2.046 0.854 2.00 2.73 -2.77 0.164
H -1.911 0.718 1.769 1.88 2.22 -3.29 0.209
H 0.539 -1.616 -0.705 1.54 1.41 0.81 0.128
H 1.252 1.769 -1.299 2.81 -1.84 4.71 0.284
H 2.641 2.213 -0.038 0.14 -2.23 0.44 0.086
N 2.069 1.347 -0.160 -3.74 1.65 -4.79 0.077
O -0.883 2.248 -0.002 -2.37 -7.27 4.71 -0.078
O 2.919 -0.717 0.554 -2.39 0.99 -0.76 0.046


No. 4
31
Properties=species:S:1:pos:R:3:forces:R:3:lowdin_charge:R:1 method="wB97M-V/def2-TZVPD" de_lowest_kj_mol=172.5 s_squared=4.02 homo_energy_ev="-7.16 / -7.54" multiplicity=4 gap_ev="6.65 / 6.82" total_charge=0 total_energy_ev=-41911.529
C -1.136 1.117 1.276 0.85 3.82 -0.51 -0.299
C -1.309 -0.187 -1.800 3.36 -0.17 0.28 -0.095
C 0.140 1.773 0.856 -1.76 -2.40 1.26 -0.119
H -1.567 1.468 2.250 0.99 -0.36 -0.47 0.098
C -0.022 0.004 -2.368 -1.35 -0.62 6.16 -0.063
H -1.623 -1.209 -1.521 0.04 0.31 -0.97 0.100
H 0.935 1.874 1.626 -0.59 0.16 -0.67 0.077
H 0.666 -0.906 -2.243 -1.36 0.95 -1.25 0.097
C 0.370 2.226 -0.566 -0.09 -0.16 -0.83 -0.225
H 1.165 3.024 -0.581 -0.69 -0.79 0.13 0.118
H -0.542 2.715 -0.954 0.33 0.08 0.51 0.086
C -2.325 1.340 0.293 0.18 -1.32 0.33 -0.204
H -2.677 2.401 0.247 0.72 -0.69 0.32 0.123
H -3.150 0.794 0.781 0.09 0.12 -0.40 0.094
C -2.224 0.862 -1.210 -1.25 0.53 -0.66 -0.208
H -2.181 1.800 -1.791 0.05 -0.62 -0.07 0.103
H -3.231 0.427 -1.368 0.27 0.49 -0.28 0.103
C 0.781 1.263 -1.761 -0.03 0.09 -1.77 -0.200
H 0.757 1.924 -2.636 0.70 0.45 0.23 0.084
H 1.838 0.963 -1.604 -0.58 -0.05 -0.28 0.085
V -0.177 -1.330 1.947 1.16 -0.50 -1.44 0.836
H -1.380 -0.253 1.787 -0.93 0.41 -0.69 0.000
N 1.967 -1.167 1.110 -0.10 1.33 0.08 -0.052
C 2.275 -2.599 1.164 -0.13 -0.28 -0.13 -0.178
C 1.067 -3.520 0.841 0.84 -3.73 -0.70 -0.636
O 1.359 -4.735 0.642 -0.55 3.17 0.48 -0.006
O -0.129 -3.044 0.810 0.27 1.13 0.94 -0.160
H 2.341 -0.709 0.254 -0.83 -0.51 0.82 0.106
H 2.362 -0.631 1.892 0.20 -0.45 -0.47 0.087
H 3.055 -2.848 0.444 0.06 -0.20 0.29 0.123
H 2.597 -2.838 2.183 0.13 -0.18 -0.26 0.124


No. 5
24
Properties=species:S:1:pos:R:3:forces:R:3:lowdin_charge:R:1 method="wB97M-V/def2-TZVPD" de_lowest_kj_mol=38.4 s_squared=0.75 homo_energy_ev="0.90 / -5.38" multiplicity=2 gap_ev="2.92 / 9.10" total_charge=-1 total_energy_ev=-10470.422
C -1.563 -1.644 -0.355 -0.94 -0.21 1.20 -0.289
C -0.112 -1.210 -0.085 -0.57 0.31 -0.26 -0.287
C 0.011 -0.110 0.982 -1.49 -0.79 -0.14 -0.318
C -0.875 1.087 0.676 0.44 2.22 0.56 -0.224
C -0.294 2.026 -0.435 0.61 -1.48 -0.42 -0.290
N 1.106 1.831 -0.792 -0.22 0.42 -0.64 -0.040
N -2.496 -1.556 0.816 -0.06 -0.38 0.21 -0.036
H -2.069 -1.069 -1.131 0.48 0.13 -0.27 0.088
H -1.619 -2.701 -0.625 0.37 0.10 -0.51 0.084
H 0.244 -0.844 -1.052 0.37 -0.15 0.05 0.067
H 0.476 -2.084 0.200 0.20 0.10 0.00 0.045
H 1.045 0.160 1.181 0.10 0.04 -0.06 0.042
H -0.394 -0.552 1.898 0.53 0.07 0.27 0.068
H -1.944 0.913 0.544 0.14 -0.70 -0.65 0.087
H -0.973 1.762 1.544 0.60 -0.40 0.37 0.087
H -0.811 1.788 -1.363 -0.31 0.39 -0.11 0.092
H -0.397 3.069 -0.203 -0.53 0.50 0.22 0.080
H 1.839 1.946 -0.108 -0.26 -0.15 0.28 0.018
H 1.240 0.975 -1.305 0.37 -0.04 0.14 0.003
H -2.051 -1.166 1.636 0.07 0.16 -0.19 0.021
H -2.756 -2.490 1.112 -0.01 0.00 -0.11 0.038
H 2.781 -0.740 -0.998 0.04 -0.16 0.33 -0.039
H 3.613 -0.029 0.118 -0.21 -0.25 0.05 -0.060
O 3.520 -0.128 -0.848 0.28 0.28 -0.33 -0.239


No. 6
56
Properties=species:S:1:pos:R:3:forces:R:3:lowdin_charge:R:1 method="wB97M-V/def2-TZVPD" smiles=CC(C)Cc1cc(CN2CCC[C@@](CO)(Cc3cccc(Cl)c3)C2)[nH]n1 de_lowest_kj_mol=11.1 homo_energy_ev=-8.87 gap_ev=9.53 total_charge=0 total_energy_ev=-41304.661
C 6.774 -1.233 -0.874 -0.28 -0.15 -0.03 -0.077
C 5.833 -2.085 -0.029 0.22 0.02 0.18 -0.437
C 6.603 -3.205 0.665 -0.22 0.09 -0.19 -0.087
C 5.109 -1.214 1.011 0.00 -0.10 -0.27 -0.133
C 4.188 -0.237 0.367 -0.26 0.21 -0.01 -0.325
C 2.935 -0.499 -0.222 -0.06 0.30 -0.12 0.029
C 2.495 0.716 -0.698 0.17 -0.09 -0.05 -0.256
C 1.238 1.099 -1.398 -0.13 -0.04 0.04 -0.135
N 0.085 0.937 -0.527 0.09 0.12 -0.13 -0.161
C 0.129 1.830 0.615 0.01 -0.14 0.33 -0.185
C -0.988 1.481 1.590 -0.04 0.23 -0.15 -0.150
C -2.345 1.554 0.899 0.14 -0.25 0.07 -0.141
C -2.360 0.689 -0.366 -0.09 0.04 -0.06 -0.404
C -2.209 -0.807 -0.009 0.27 0.16 -0.27 -0.202
O -2.934 -1.225 1.118 -0.30 -0.10 0.36 -0.039
C -3.646 0.941 -1.192 0.31 -0.03 0.17 -0.092
C -4.912 0.516 -0.508 -0.15 0.04 -0.10 -0.227
C -5.569 1.362 0.380 -0.02 -0.02 -0.02 -0.040
C -6.726 0.954 1.020 0.01 0.01 0.00 -0.064
C -7.258 -0.301 0.783 -0.02 -0.11 -0.04 -0.107
C -6.616 -1.139 -0.114 0.03 0.15 0.11 -0.665
Cl -7.272 -2.706 -0.444 -0.06 -0.12 -0.03 0.679
C -5.456 -0.741 -0.758 -0.07 0.01 0.00 -0.084
C -1.163 1.084 -1.245 -0.16 -0.16 0.06 -0.149
N 3.462 1.609 -0.383 -0.33 -0.19 -0.21 0.021
N 4.489 1.045 0.255 0.68 0.21 0.37 0.084
H 7.559 -0.809 -0.250 0.13 0.08 0.08 0.082
H 7.239 -1.832 -1.655 0.08 -0.03 -0.08 0.075
H 6.232 -0.413 -1.339 0.03 0.12 -0.09 0.068
H 5.078 -2.532 -0.687 0.00 0.02 0.03 0.132
H 7.341 -2.788 1.347 0.12 0.03 0.10 0.079
H 7.121 -3.821 -0.067 0.09 -0.09 -0.03 0.074
H 5.930 -3.842 1.235 -0.03 -0.10 0.10 0.073
H 5.845 -0.666 1.600 0.03 -0.03 0.09 0.121
H 4.532 -1.859 1.678 0.05 0.02 0.08 0.119
H 2.426 -1.438 -0.281 -0.18 -0.22 -0.03 0.112
H 1.094 0.440 -2.260 0.02 0.15 0.01 0.129
H 1.328 2.138 -1.773 -0.03 -0.09 -0.03 0.128
H 1.096 1.713 1.108 -0.03 0.08 -0.03 0.120
H 0.029 2.887 0.296 0.04 -0.01 -0.02 0.129
H -0.830 0.474 1.973 0.06 -0.04 0.10 0.118
H -0.964 2.174 2.432 0.02 -0.04 0.05 0.116
H -3.121 1.218 1.588 -0.03 0.09 -0.03 0.113
H -2.553 2.590 0.621 -0.06 0.08 -0.03 0.123
H -1.160 -0.998 0.226 -0.12 -0.03 -0.11 0.121
H -2.475 -1.412 -0.889 0.06 0.03 -0.03 0.128
H -3.877 -1.149 0.931 0.06 -0.04 0.05 0.067
H -3.702 2.008 -1.416 0.01 0.02 -0.06 0.127
H -3.552 0.404 -2.139 -0.01 0.02 -0.06 0.126
H -5.177 2.350 0.564 0.07 0.11 0.02 0.114
H -7.223 1.621 1.707 -0.05 0.06 0.07 0.108
H -8.161 -0.623 1.277 -0.08 -0.06 0.03 0.104
H -4.983 -1.410 -1.461 0.05 -0.08 -0.08 0.117
H -1.131 0.432 -2.123 -0.02 0.03 -0.07 0.132
H -1.303 2.124 -1.599 -0.02 -0.03 -0.04 0.138
H 3.475 2.597 -0.580 0.01 -0.15 0.03 0.156


No. 7
8
Properties=species:S:1:pos:R:3:forces:R:3:lowdin_charge:R:1 method="wB97M-V/def2-TZVPD" smiles="O=P([O-])([O-])CBr" de_lowest_kj_mol=19.9 homo_energy_ev=0.67 gap_ev=5.13 total_charge=-2 total_energy_ev=-86544.057
O -1.874 0.318 -2.431 -0.74 -0.32 -0.29 -0.508
P -0.646 0.969 -1.851 -0.55 0.23 1.28 -0.016
O -0.774 2.450 -1.517 0.39 -0.35 -0.27 -0.529
O 0.647 0.459 -2.451 0.52 0.09 0.30 -0.508
C -0.649 0.132 0.038 -3.23 1.28 -1.81 -0.667
Br -1.085 1.276 1.550 0.49 0.78 0.82 0.359
H -1.436 -0.570 0.282 -0.45 -0.39 -1.01 -0.054
H 0.187 -0.409 0.166 3.57 -1.32 0.99 -0.076


No. 8
23
Properties=species:S:1:pos:R:3:forces:R:3:lowdin_charge:R:1 method="wB97M-V/def2-TZVPD" smiles=CCc1c[nH]cn1.CC de_lowest_kj_mol=53.1 homo_energy_ev=-8.68 gap_ev=9.44 total_charge=0 total_energy_ev=-10465.817
C 0.624 2.098 2.039 0.56 0.88 -0.89 -0.095
C 1.172 2.860 0.792 -0.33 -0.57 0.86 -0.203
C 0.715 2.163 -0.442 -0.29 0.70 0.17 -0.340
C 1.324 1.217 -1.203 0.07 0.33 -0.59 -0.062
N 0.440 0.969 -2.249 0.16 -0.24 0.17 0.039
C -0.650 1.742 -2.030 -0.03 0.26 0.06 -0.213
N -0.533 2.467 -0.954 0.20 0.05 -0.07 0.105
H 1.092 1.120 1.977 -0.24 -0.23 0.65 0.067
H -0.460 2.048 1.997 -0.07 -0.25 -0.10 0.068
H 0.886 2.682 2.922 0.18 -0.42 0.24 0.064
H 0.810 3.881 0.866 -0.06 0.13 -0.49 0.102
H 2.257 2.886 0.847 0.14 -0.02 -0.03 0.102
H 2.365 0.949 -1.281 -0.12 -0.42 0.28 0.112
H 0.440 0.146 -2.828 0.18 0.19 -0.20 0.140
H -1.432 1.872 -2.753 -0.35 -0.41 -0.05 0.113
C -0.475 -3.764 -0.001 1.08 -1.00 -0.99 -0.181
C -1.838 -3.452 0.579 0.42 0.20 1.38 -0.163
H 0.143 -4.468 0.563 -0.50 -0.10 0.45 0.060
H -0.547 -4.259 -0.977 -0.32 -0.02 0.06 0.061
H 0.266 -3.008 -0.203 -0.31 1.13 0.13 0.046
H -2.629 -3.476 -0.139 -0.43 -0.20 -0.52 0.050
H -1.941 -2.497 1.103 0.40 0.13 -0.24 0.063
H -2.030 -4.177 1.374 -0.34 -0.12 -0.27 0.064